Entry from the OMol25 dataset: a structure of composition C7H14OPPdS in a non-equilibrium geometry (the ωB97M-V functional and the def2-TZVPD basis).

CARTESIAN COORDINATES (ANGSTROEM)
Pd  -0.3623  -0.7943  -0.4995
S  0.4435  1.4448  1.7323
P  1.2297  -1.6819  0.8433
O  0.6103  0.8834  0.2162
C  2.2001  1.6481  2.0585
C  -2.4655  -1.4623  -0.9497
C  -0.7739  -2.0067  -2.4518
C  -1.5085  -2.4795  -1.3301
C  -2.2273  -0.3376  -1.8027
C  0.0069  3.0712  1.1328
C  -1.2156  -0.6694  -2.7362
H  2.6908  1.9169  1.1331
H  -0.8409  -0.0431  -3.5485
H  -2.7771  0.6221  -1.7419
H  2.6181  0.7327  2.4706
H  -1.4176  -3.4616  -0.8529
H  2.4768  -1.0123  0.9219
H  -3.2272  -1.5552  -0.1731
H  0.8854  -1.8149  2.2126
H  -1.0090  3.0323  0.7597
H  1.6190  -2.9933  0.4996
H  -0.0069  -2.5551  -3.0009
H  2.2681  2.4513  2.7951
H  0.0937  3.7531  1.9758
H  0.6897  3.3114  0.3358

Values from the calculation:
Energy above the lowest of the compared OMol25 structures with the same formula, charge and spin in eV: 0.000
DFT total energy in eV: -33123.488
Spin multiplicity: 5
Total charge: +1
Orbital gap (alpha / beta) in eV: 6.250 / 6.787
Molecular weight in g/mol: 283.65

Entry from the OMol25 dataset: a structure of composition C22H18O11S3Ti (the ωB97M-V functional and the def2-TZVPD basis).

CARTESIAN COORDINATES (ANGSTROEM)
Ti  -3.6372  1.8997  0.9913
S  -0.6535  0.5076  1.7739
S  -5.9965  1.0256  -0.1417
S  -3.1225  1.3217  -2.1402
O  -4.1429  5.3789  2.7569
O  -4.5142  1.9076  2.6894
O  -5.3838  3.2514  4.2664
O  -3.2475  2.2321  -0.9514
O  -5.7466  2.4313  0.2060
O  -4.7917  0.2950  0.3627
O  -2.4373  2.0007  -3.2050
O  -3.4532  3.7342  1.3913
O  -7.2472  0.4659  0.2648
O  -2.6481  0.0150  -1.7756
O  -2.1195  1.1329  1.4127
C  1.5192  -1.5540  0.1155
C  -4.8135  1.1069  -2.7177
C  3.7963  -0.0667  0.6552
C  0.0792  0.5082  0.1248
C  -7.1771  0.6666  -2.5246
C  -6.1756  0.8241  -4.6929
C  7.5984  -1.4418  0.9919
C  2.5644  0.5624  0.5454
C  7.3278  -1.4620  3.4595
C  -5.9490  0.9120  -1.9240
C  -4.0843  4.2238  2.4490
C  -7.2937  0.6194  -3.9049
C  -4.7527  3.0679  3.2639
C  6.6955  -3.4147  2.0544
C  3.8954  -1.4426  0.4916
C  6.9890  -3.3685  -0.3614
C  -4.9464  1.0659  -4.0991
C  1.4167  -0.1738  0.2576
C  6.5989  -4.0158  0.8224
C  7.4872  -2.0664  -0.2288
C  7.2176  -2.0769  2.2299
C  2.7513  -2.1836  0.2314
H  -0.5871  -0.0348  -0.5483
H  -8.2585  0.4254  -4.3559
H  0.1834  1.5404  -0.2125
H  6.1976  -5.0254  0.7672
H  7.6943  -0.4453  3.5424
H  -4.0629  1.2340  -4.6986
H  7.9848  -0.4272  1.0392
H  4.6928  0.4976  0.8778
H  2.4823  1.6363  0.6735
H  6.3732  -3.9559  2.9393
H  -6.2525  0.7969  -5.7725
H  7.7882  -1.5214  -1.1207
H  4.8578  -1.9333  0.5767
H  -8.0367  0.5106  -1.8890
H  0.6259  -2.1298  -0.1001
H  2.8248  -3.2567  0.1059
H  6.8989  -3.8457  -1.3287
H  6.9906  -1.9550  4.3636

Values from the calculation:
Energy above the lowest of the compared OMol25 structures with the same formula, charge and spin in eV: 0.000
DFT total energy in eV: -101256.138
Spin multiplicity: 1
Total charge: -2
Orbital gap in eV: 3.961
Molecular weight in g/mol: 602.44

Entry from the OMol25 dataset: a cluster of 2 separate species, CH6N2O in total in a non-equilibrium geometry (the ωB97M-V functional and the def2-TZVPD basis).

CARTESIAN COORDINATES (ANGSTROEM)
O  1.5731  0.6295  -0.4760
N  -1.5575  -0.7211  -0.4689
N  -1.3168  0.6394  0.0135
C  1.9015  -0.4398  0.0649
H  -0.9395  -1.3616  -0.0622
H  -1.4725  0.7931  1.0720
H  2.7434  -1.0415  -0.4774
H  -1.9138  1.2048  -0.5773
H  -0.3809  1.0504  -0.1531
H  1.3630  -0.7533  1.0644

Values from the calculation:
Energy above the lowest of the compared OMol25 structures with the same formula, charge and spin in eV: 4.753
DFT total energy in eV: -6157.743
Spin multiplicity: 1
Orbital gap in eV: 7.247
Molecular weight in g/mol: 62.07

Entry from the OMol25 dataset: a structure of composition C42H64FN7O3Si4Zr in a non-equilibrium geometry (the ωB97M-V functional and the def2-TZVPD basis).

CARTESIAN COORDINATES (ANGSTROEM)
Zr  0.3248  -0.3015  0.3060
Si  3.6768  -0.4834  2.1638
Si  -1.5629  -3.3277  -0.4345
Si  -1.4999  0.5029  -1.7835
Si  0.2712  1.0961  3.6763
F  1.5250  1.0304  -1.4888
O  1.2209  -1.4476  -1.4547
O  -2.4908  1.3866  1.3154
O  0.2795  1.9201  0.5129
N  1.3928  -2.5797  1.0166
N  2.7174  0.1098  0.8089
N  2.3054  -2.3690  -3.1967
N  -0.9834  3.6828  1.0813
N  -0.1831  -0.1038  2.4345
N  -1.1609  -1.8938  0.5347
N  3.4276  -1.8652  -1.2350
C  -3.2060  -2.8563  3.5274
C  -1.3072  2.3468  -2.3219
C  2.2844  -1.8703  -1.9483
C  -0.2847  4.1364  -3.6345
C  5.1382  -1.5051  1.5175
C  -1.1074  5.0841  -3.0418
C  -2.5998  -2.0975  4.5110
C  -1.2879  -0.4170  -3.4578
C  -3.9932  -0.3296  -0.5082
C  -5.6422  0.9232  -2.3335
C  -0.3864  2.7979  -3.2748
C  2.8237  -1.6656  3.3562
C  0.0993  3.1500  0.5294
C  -2.1835  -1.7838  -5.2714
C  -0.5813  -3.5802  -2.0081
C  1.1094  0.4291  5.2321
C  -1.1111  -1.0991  2.8452
C  3.3901  0.9866  -0.0437
C  5.3240  2.3066  -0.8220
C  -0.0635  -0.4278  -4.1382
C  -2.3389  -1.1144  -4.0630
C  -1.1560  -4.8941  0.5435
C  -5.3742  -0.4173  -0.3676
C  -3.3975  0.3923  -1.5444
C  4.7158  1.4630  0.0975
C  -6.2057  0.2127  -1.2812
C  3.3668  2.2783  -2.1638
C  1.4938  2.4016  3.0982
C  4.6624  2.7311  -1.9629
C  -4.2623  1.0080  -2.4575
C  -2.7444  -2.7648  2.2248
C  -2.1262  3.3270  -1.7483
C  -3.3297  -3.4360  -1.0679
C  -1.2326  2.0298  4.3217
C  4.3819  0.8415  3.3085
C  1.1246  4.0755  -0.0446
C  2.8010  1.4494  -1.2277
C  -2.0341  4.6697  -2.0953
C  -0.9651  -1.7592  -5.9319
C  -1.5778  -1.2309  4.1583
C  -1.6695  -1.9433  1.8504
C  0.0970  -1.0690  -5.3605
H  5.1348  3.3911  -2.6771
H  1.0552  -1.0314  -5.8684
H  -3.3598  -0.8468  0.2030
H  3.2580  -1.4902  4.3438
H  -3.2399  -3.3628  1.4740
H  -3.0228  -2.3180  -5.7004
H  -1.1521  -0.6189  4.9357
H  -4.0314  -3.5176  3.7599
H  -1.0813  -4.4226  -2.5003
H  -7.2822  0.1480  -1.1791
H  -6.2788  1.4145  -3.0599
H  2.1275  2.6490  3.9540
H  3.1324  -2.7809  -3.5868
H  2.1370  2.0920  2.2766
H  3.0382  -2.7096  3.1154
H  4.8106  -2.4805  1.1436
H  0.4539  -3.8804  -1.8359
H  0.8209  -2.8820  1.8004
H  -2.9264  -2.1533  5.5416
H  4.6825  1.7774  2.8412
H  6.3399  2.6316  -0.6336
H  0.2617  2.0916  -3.7765
H  2.3574  -2.7886  1.2425
H  -4.1246  -3.2386  -0.3509
H  1.7447  -1.5413  3.4435
H  5.8263  -1.7027  2.3446
H  -3.8486  1.5693  -3.2893
H  -0.6044  -2.7333  -2.6912
H  0.4352  4.4374  -4.3873
H  -3.4710  -2.7482  -1.9043
H  -1.7852  1.4569  5.0682
H  -3.3100  -1.1381  -3.5830
H  -3.4634  -4.4531  -1.4518
H  2.1498  0.1591  5.0647
H  -1.9402  2.3285  3.5496
H  1.0258  5.0858  0.3499
H  -2.6999  5.3920  -1.6354
H  -1.4125  -4.8658  1.6013
H  1.4388  -2.4037  -3.7102
H  -1.7583  3.0551  1.2987
H  -5.7961  -0.9862  0.4534
H  -1.6930  -5.7346  0.0925
H  -1.1524  4.6662  0.9661
H  -0.8685  2.9394  4.8107
H  5.7114  -1.0205  0.7239
H  4.3115  -1.9766  -1.7010
H  1.1315  -3.1599  0.2283
H  -0.0895  -5.1261  0.4643
H  5.3009  1.1628  0.9516
H  -3.3091  0.8788  1.3268
H  0.7989  0.0562  -3.6935
H  2.1209  3.6878  0.1583
H  -2.8658  3.0315  -1.0119
H  3.3856  -1.2410  -0.4264
H  -1.0376  6.1273  -3.3247
H  3.6651  1.0915  4.0898
H  1.1087  1.2811  5.9220
H  -1.8383  0.8950  1.8495
H  -0.8434  -2.2665  -6.8811
H  0.6343  -0.4072  5.7425
H  0.9745  4.1010  -1.1268
H  5.2583  0.4109  3.8041
H  2.7772  2.5629  -3.0268
H  0.9721  3.3187  2.8198

Values from the calculation:
DFT total energy in eV: -96685.555
Spin multiplicity: 1
Orbital gap in eV: 7.078
Molecular weight in g/mol: 937.59

Entry from the OMol25 dataset: a cluster of 8 separate species, C44H75BNO9PS in total in a non-equilibrium geometry (the ωB97M-V functional and the def2-TZVPD basis).

CARTESIAN COORDINATES (ANGSTROEM)
S  0.4827  2.6583  2.3542
P  5.7741  0.9355  0.9641
O  6.0922  -5.1086  3.7045
O  -6.2443  1.9531  0.7423
O  3.8918  -2.3739  -8.1272
O  3.4251  1.3260  -4.2182
O  -0.8947  -1.6432  2.4840
O  -10.5576  3.9541  1.3003
O  0.4169  -0.3869  4.0849
O  6.3707  0.5244  5.5263
O  -3.7068  -1.5926  -4.5009
N  0.2020  3.5949  -0.5349
C  -1.8446  0.7391  3.2649
C  -7.0070  2.4788  1.8367
C  4.7049  -0.4144  -5.1937
C  2.0766  -3.8634  -8.4511
C  -12.6416  3.7769  0.1850
C  -3.3747  -2.0482  -3.1828
C  -1.9785  1.2498  1.7767
C  5.2131  0.8200  7.5727
C  2.7460  -1.6052  -8.5189
C  -7.3591  3.9060  -0.0057
C  -3.0372  1.3873  -0.5007
C  4.2625  -6.2667  4.6660
C  -10.8707  2.5622  1.1559
C  5.6929  -0.6994  5.8367
C  6.2525  1.4181  6.6410
C  -11.6887  4.7305  0.8829
C  1.7757  -2.5679  -9.1789
C  3.5778  -3.7677  -8.2481
C  1.5095  3.0215  -0.2188
C  -5.5845  -2.7406  -3.6194
C  1.8505  2.5084  1.1383
C  -6.2852  2.8875  -0.3441
C  -0.9296  2.1471  1.2947
C  -4.6844  -2.3250  -2.4721
C  4.5003  1.9211  -4.9567
C  -1.9765  2.2971  -0.9768
C  5.9098  -1.9281  1.5168
C  -7.2994  3.9313  1.5088
C  3.9028  2.2976  -0.8881
C  5.3857  -0.6665  7.3225
C  -0.8783  2.7004  -0.0845
C  -5.0993  -1.8366  -4.7397
C  -3.0540  0.8487  0.8697
C  6.5765  2.1044  2.1966
C  2.5900  2.9089  -1.2086
C  6.4803  -5.5552  5.0103
C  4.6932  -5.3637  3.5235
C  5.5515  0.8424  -5.1472
C  4.1733  1.7803  0.4478
C  -12.3656  2.4728  0.9082
C  3.6136  -0.0954  -4.1882
C  5.2086  -0.5758  1.9261
C  3.1278  1.9093  1.4838
C  5.2024  -5.8394  5.7754
B  -0.7526  -0.4662  3.2910
H  -0.5469  -1.3640  1.6098
H  4.4469  -7.3131  4.4054
H  -6.4878  2.3573  -1.2774
H  5.2548  -1.3239  -4.9512
H  -12.3686  3.6809  -0.8700
H  4.1685  -4.4021  3.5552
H  0.1001  4.4260  0.0720
H  7.2701  1.5296  2.8584
H  -7.9309  1.8948  1.9139
H  -3.8770  1.0542  -1.1571
H  7.0735  2.9159  1.6042
H  2.6706  -0.5947  -4.4198
H  6.1614  0.9951  -6.0381
H  -13.6819  4.0988  0.2396
H  -10.5599  2.0217  2.0520
H  4.2716  -0.5333  -6.1903
H  2.0179  -2.6737  -10.2405
H  -8.2118  4.2981  1.9778
H  4.8331  -4.9208  6.2417
H  3.0572  -0.7995  -9.1867
H  5.3318  -6.5896  6.5561
H  -12.9024  2.4559  1.8614
H  -4.5928  -3.0795  -1.6903
H  7.2322  1.4819  7.1264
H  -12.1461  5.1660  1.7775
H  5.3899  -0.3763  3.0237
H  4.0901  -0.7259  1.8340
H  4.1210  -4.1603  -9.1145
H  5.7480  2.5963  2.7844
H  6.2166  0.8104  -4.2787
H  -5.6171  -0.8713  -4.7242
H  4.5123  -1.2620  7.5900
H  6.9397  -1.9140  1.9821
H  -5.0643  -1.4048  -2.0173
H  -11.3558  5.5418  0.2326
H  -6.4678  4.5630  1.8365
H  5.3567  1.1106  8.6137
H  -8.3375  3.5416  -0.3322
H  1.5679  -3.8718  -7.4825
H  -10.3032  2.1767  0.3013
H  3.2643  1.5603  2.5406
H  -5.3985  -3.7877  -3.8762
H  -7.1854  4.8777  -0.4691
H  2.3131  -1.1619  -7.6152
H  4.8820  2.7890  -4.4142
H  1.7776  -4.7563  -9.0008
H  -2.0203  2.6814  -2.0287
H  6.2425  -1.0420  7.8901
H  -12.6505  1.5865  0.3408
H  7.0801  -6.4638  4.8895
H  -6.6484  -2.6257  -3.4092
H  4.2110  1.1338  7.2655
H  6.3202  -1.5480  5.5559
H  4.0999  2.2595  -5.9187
H  -1.4234  1.5515  3.9232
H  7.0968  -4.7926  5.4901
H  5.9754  2.4124  6.2855
H  5.9355  -2.1366  0.4208
H  -6.4437  2.3627  2.7651
H  2.4648  3.2781  -2.2594
H  3.9159  -4.2981  -7.3560
H  4.6982  2.1940  -1.6653
H  4.7728  -0.7335  5.2424
H  -3.8204  0.1377  1.2497
H  -5.2289  -2.2846  -5.7269
H  1.1943  -0.6658  3.5683
H  3.2072  -6.1595  4.9186
H  -5.2993  3.3597  -0.4178
H  -2.7726  -1.2931  -2.6735
H  5.3540  -2.7614  2.0793
H  0.7366  -2.2482  -9.0969
H  -2.8138  0.3272  3.6464
H  -2.7771  -2.9607  -3.2841
H  4.5263  -5.8185  2.5452
H  3.9148  -0.3730  -3.1719

Values from the calculation:
DFT total energy in eV: -87559.361
Spin multiplicity: 1
Orbital gap in eV: 8.212
Molecular weight in g/mol: 835.93